Record 1
# C5H6N2O2

One molecule with the formula C5H6N2O2 at a distorted geometry (ωB97M-V with the def2-TZVPD basis set, the OMol25 dataset).

Electronic energy (eV): -12354.527
ΔE to the lowest compared entry with this formula, charge and spin (kcal/mol): 71.36
Kohn-Sham gap (eV): 8.8963
Charge: 0
Structure (SMILES): O=C/C=N\N=C/CC=O

Atoms and positions in Å:
O 3.390 1.314 -0.288
C 2.410 0.623 -0.401
C 1.810 -0.087 0.687
N 0.878 -0.961 0.666
N 0.356 -1.335 -0.529
C -0.907 -1.112 -0.726
C -1.799 -0.451 0.298
C -1.702 1.062 0.100
O -2.622 1.798 -0.132
H 1.921 0.413 -1.351
H 2.288 0.081 1.633
H -1.196 -1.500 -1.681
H -2.836 -0.720 0.301
H -1.349 -0.543 1.291
H -0.644 1.420 0.131



Record 2
# C41H48BGdN9O2S

C41H48BGdN9O2S as an isolated structure at a distorted geometry (ωB97M-V with the def2-TZVPD basis set, the OMol25 dataset).

Electronic energy (eV): -93154.116
Kohn-Sham gap (alpha / beta) (eV): 5.9721 / 5.7174
⟨S²⟩: 16.1109
Charge: -1
2S+1: 8

Atoms and positions in Å:
Gd 0.180 0.070 -0.269
C 1.936 -1.370 4.199
C 0.526 -1.367 3.592
C 0.551 -2.206 2.316
C 0.000 0.055 3.363
C -0.568 0.886 4.329
C -0.856 2.058 3.654
N -0.506 1.912 2.361
N 0.022 0.674 2.179
B -0.633 3.038 1.244
N 0.737 3.331 0.598
C 1.595 4.351 0.821
C 2.556 4.318 -0.146
C 2.210 3.246 -0.995
N 1.110 2.657 -0.513
C 2.840 2.918 -2.324
C 3.116 4.188 -3.136
C 1.927 2.028 -3.159
N -1.707 2.806 0.127
C -2.930 3.354 0.099
C -3.592 2.948 -1.023
C -2.678 2.086 -1.672
N -1.555 2.030 -0.959
C -2.824 1.320 -2.980
C -2.007 1.991 -4.112
C -4.263 1.139 -3.426
H 2.219 -2.393 4.484
H 1.999 -0.748 5.100
H 2.662 -0.966 3.490
H -0.150 -1.852 4.314
H 1.334 -1.849 1.645
H -0.401 -2.143 1.783
H 0.756 -3.265 2.501
H -0.725 0.663 5.367
H -1.305 2.979 4.009
H -0.975 4.018 1.872
H 1.439 4.989 1.677
H 3.358 5.031 -0.295
H 3.777 2.391 -2.152
H 2.189 4.698 -3.419
H 3.644 3.902 -4.054
H 3.760 4.897 -2.619
H 0.930 2.473 -3.232
H 1.821 1.044 -2.714
H 2.302 1.901 -4.180
H -3.254 4.026 0.883
H -4.623 3.181 -1.292
H -2.417 0.323 -2.811
H -2.318 3.026 -4.264
H -2.148 1.429 -5.040
H -0.944 1.969 -3.875
H -4.757 2.103 -3.628
H -4.835 0.609 -2.660
H -4.275 0.531 -4.324
O -2.580 0.336 0.934
S -3.092 -0.881 0.325
O -4.068 -0.717 -0.745
N -1.839 -1.727 -0.108
C -1.837 -3.068 -0.443
C -2.862 -4.003 -0.405
C -2.621 -5.369 -0.668
C -1.383 -5.853 -0.963
C -0.316 -4.932 -1.069
C 0.995 -5.340 -1.442
C 1.982 -4.419 -1.492
C 1.666 -3.070 -1.209
N 0.473 -2.652 -0.903
C -0.537 -3.583 -0.818
C -4.018 -1.644 1.629
C -5.331 -1.986 1.361
C -6.129 -2.379 2.389
C -5.617 -2.428 3.675
C -4.290 -2.101 3.941
C -3.487 -1.690 2.901
H -3.868 -3.666 -0.161
H -3.460 -6.055 -0.601
H -1.211 -6.913 -1.150
H 1.177 -6.394 -1.670
H 3.006 -4.647 -1.710
H 2.428 -2.288 -1.194
H -5.704 -1.890 0.346
H -7.173 -2.594 2.227
H -6.276 -2.656 4.509
H -3.928 -2.148 4.946
H -2.455 -1.357 3.072
C 3.266 1.244 1.972
C 4.055 0.791 0.778
C 5.416 1.057 0.804
C 6.216 0.708 -0.269
C 5.678 0.142 -1.416
C 4.320 -0.120 -1.466
C 3.804 -0.707 -2.745
C 3.460 0.117 -0.334
N 2.197 -0.349 -0.369
H 3.828 1.150 2.896
H 2.341 0.674 2.075
H 2.974 2.300 1.902
H 5.856 1.524 1.693
H 7.291 0.867 -0.220
H 6.345 -0.105 -2.239
H 4.093 -0.097 -3.610
H 2.719 -0.819 -2.760
H 4.242 -1.690 -2.930



Record 3
# C5H10O2

A 2-piece molecular cluster, C5H10O2 overall at a distorted geometry (ωB97M-V with the def2-TZVPD basis set, the OMol25 dataset).

Electronic energy (eV): -9431.923
ΔE to the lowest compared entry with this formula, charge and spin (kcal/mol): 27.18
Kohn-Sham gap (alpha / beta) (eV): 9.3508 / 6.4749
⟨S²⟩: 0.7739
Charge: +1
2S+1: 2

Atoms and positions in Å:
C -0.441 -0.338 -3.096
C 0.178 0.356 -2.122
C -0.250 0.166 -0.747
C 0.226 0.984 0.263
O 1.068 2.026 -0.037
C 0.146 0.906 1.794
H -0.414 -0.119 -4.156
H -1.124 -1.144 -2.842
H 0.549 1.366 -2.246
H -1.065 -0.486 -0.445
H 1.695 1.640 -0.679
H 0.968 0.215 1.993
H -0.859 0.567 2.028
H 0.399 1.915 2.100
H -1.068 -2.548 2.467
H 0.390 -2.520 2.715
O -0.399 -2.987 3.012



Record 4
# C26H32NO4RuS2

C26H32NO4RuS2 as an isolated structure at a distorted geometry (ωB97M-V with the def2-TZVPD basis set, the OMol25 dataset).

Electronic energy (eV): -61404.869
Kohn-Sham gap (alpha / beta) (eV): 6.3070 / 6.0099
⟨S²⟩: 8.7961
Charge: 0
2S+1: 6

Atoms and positions in Å:
O -1.454 1.223 -4.675
C -0.047 1.701 -4.607
C -0.410 3.138 -4.916
H 0.600 1.283 -5.397
H 0.360 1.458 -3.607
C -1.852 2.624 -4.614
H -0.214 3.267 -5.993
H 0.026 3.934 -4.326
C -2.834 3.037 -5.698
H -2.479 2.697 -6.675
H -2.953 4.137 -5.691
H -3.807 2.563 -5.497
C -2.425 2.752 -3.208
H -1.765 2.343 -2.410
H -3.335 2.117 -3.225
H -2.719 3.768 -2.939
Ru 1.002 -1.442 -1.148
C 1.793 0.650 0.812
C 2.680 -0.404 0.506
C 2.868 -0.479 -0.935
H 3.194 -1.035 1.232
C 2.091 0.633 -1.493
C 1.462 1.315 -0.403
H 0.839 2.204 -0.536
H 1.443 0.920 1.810
H 3.642 -1.037 -1.456
H 2.186 1.011 -2.506
C -0.735 -1.108 0.469
C -1.082 0.170 -0.069
C -1.358 0.001 -1.438
H -1.136 1.097 0.511
C -1.156 -1.365 -1.813
C -0.941 -2.102 -0.569
H -1.111 -3.163 -0.417
H -0.494 -1.313 1.511
H -1.714 0.762 -2.121
H -1.335 -1.807 -2.791
O 0.853 -1.704 -3.675
C 0.004 -1.389 -4.830
C 0.499 -2.092 -6.097
H 0.027 -0.325 -5.044
H -1.038 -1.597 -4.533
C 1.577 -3.059 -5.612
H 0.889 -1.391 -6.851
H -0.343 -2.612 -6.553
C 1.630 -2.870 -4.105
H 2.524 -2.861 -6.118
H 1.286 -4.080 -5.831
H 2.660 -2.771 -3.744
H 1.120 -3.671 -3.563
O 2.520 -0.381 3.889
S 2.743 -1.817 3.938
O 3.813 -2.368 4.732
N 2.800 -2.393 2.378
C 1.689 -2.951 1.925
S 1.573 -3.261 0.228
C 0.788 -3.316 3.028
C -0.346 -4.140 3.048
C -1.006 -4.339 4.267
C -0.570 -3.681 5.432
C 0.523 -2.803 5.418
C 1.221 -2.689 4.215
H -0.679 -4.629 2.125
H -1.880 -5.006 4.289
H -1.124 -3.841 6.344
H 0.806 -2.222 6.303



Record 5
# C20H22HgN2O3

C20H22HgN2O3 as an isolated structure at a distorted geometry (ωB97M-V with the def2-TZVPD basis set, the OMol25 dataset).

Electronic energy (eV): -34391.823
ΔE to the lowest compared entry with this formula, charge and spin (kcal/mol): 26.56
Kohn-Sham gap (eV): 5.9794
Charge: 0

Atoms and positions in Å:
C 3.113 -0.430 -0.285
C 2.826 1.118 -0.385
H 2.706 -0.750 0.688
H 4.242 -0.491 -0.298
H 2.799 -1.117 -1.065
H 2.013 1.829 -0.730
H 2.970 1.494 0.655
H 3.587 1.464 -1.109
C -1.067 -2.705 -0.370
C -2.038 -3.713 -0.390
C -3.301 -3.390 -0.880
C -3.573 -2.098 -1.303
H -0.068 -2.931 0.015
H -1.808 -4.724 -0.065
H -4.096 -4.146 -0.946
H -4.528 -1.808 -1.741
N -1.350 -1.477 -0.803
C -2.583 -1.117 -1.234
C -2.766 0.295 -1.648
N -1.680 1.104 -1.599
C -1.683 2.399 -1.958
C -4.012 2.198 -2.459
C -2.879 3.003 -2.356
H -0.749 2.967 -1.919
H -2.922 4.061 -2.613
C -3.952 0.852 -2.123
H -4.786 0.170 -2.256
H -4.967 2.605 -2.826
Hg 0.171 0.133 -1.277
C 0.724 -0.382 -3.294
H 0.448 0.491 -3.898
H 0.007 -1.187 -3.498
H 1.729 -0.717 -3.588
O 1.307 -1.667 3.750
C 1.818 -0.488 3.701
C 3.096 -0.205 4.230
C 3.635 1.031 3.971
C 2.915 2.033 3.323
C 1.667 1.762 2.753
C 1.069 0.534 2.992
C -0.113 0.123 2.070
O -0.470 -1.124 2.147
O -0.514 0.907 1.174
H 0.289 -1.618 3.102
H 3.610 -0.969 4.763
H 4.644 1.170 4.264
H 3.362 3.042 3.251
H 1.156 2.468 2.065